Here is one molecule with the formula C4H11O2PS in a non-equilibrium geometry from OMol25. Energies are from ωB97M-V/def2-TZVPD.

Geometry as XYZ:
```
19
Properties=species:S:1:pos:R:3:lowdin_charge:R:1
C -1.4487 2.5936 0.1282 -0.23
C 1.0647 -3.5017 -0.8843 -0.04
C -0.5924 0.0759 0.5142 -0.33
C -0.3419 1.7606 -0.1753 -0.70
O 0.1143 -2.4205 -0.4113 -0.26
O 0.5261 -2.2232 0.9940 -0.50
P 0.9995 -0.6759 1.2723 0.86
S 1.1693 2.4649 0.5651 0.68
H -1.2711 3.5451 -0.3540 0.08
H -1.6302 2.7495 1.1766 0.08
H -2.3351 2.2053 -0.3482 0.09
H 0.9832 -3.4820 -2.0395 0.12
H 0.9124 -4.4627 -0.4467 0.06
H 2.0476 -3.1003 -0.5673 0.08
H -1.3678 0.2346 1.3434 0.07
H -1.0513 -0.4804 -0.3049 0.04
H -0.0746 1.5875 -1.1998 0.07
H 1.8051 -0.4451 -0.0344 -0.01
H 0.4910 3.5746 0.7719 -0.16
```

Results
* gap between HOMO and LUMO: 9.66 eV
* spin multiplicity: 1
* calculated total energy: -28540.7526 eV
* SMILES: COOPC[C@@H](C)S
* ΔE to the lowest compared entry with this formula, charge and spin: 122.0 kcal per mole
* E_HOMO: -8.80 eV

***

Here is a 4-piece molecular cluster, C14H22F2N2O8P2 overall in a non-equilibrium geometry from OMol25. Energies are from ωB97M-V/def2-TZVPD.

Geometry as XYZ:
```
50
Properties=species:S:1:pos:R:3:lowdin_charge:R:1
N 5.4599 2.9496 -3.0969 -0.38
P 4.0068 2.3084 -3.0279 0.46
P 2.7315 3.2904 -4.5038 0.83
N 1.0058 3.0864 -4.1453 -0.18
C 0.6275 1.7409 -4.1464 -0.65
O 1.3049 0.8212 -4.0443 0.16
F -0.6790 1.5725 -4.2525 0.16
C 0.5689 3.7706 -2.9670 -0.63
O 0.1772 4.8316 -2.9749 0.25
F 0.6351 3.0492 -1.8643 0.14
H 5.5064 3.7005 -3.7833 -0.07
H 3.4834 2.4196 -1.7158 -0.02
H 4.1258 0.9292 -3.3345 -0.02
H 2.9782 4.6707 -4.2868 -0.05
O -2.1524 -0.7765 2.0929 0.11
C -2.1409 0.0295 1.2050 -0.46
O -3.2338 0.3094 0.4459 0.03
C -2.8732 1.2264 -0.6009 -0.15
C -1.6178 1.9210 -0.1067 -0.15
C -0.9553 0.8353 0.7269 -0.07
H -2.6991 0.6547 -1.5167 0.12
H -3.6929 1.9219 -0.7723 0.12
H -0.9923 2.2977 -0.9085 0.08
H -1.8901 2.7637 0.5336 0.12
H -0.3074 0.1966 0.1102 0.09
H -0.3993 1.2452 1.5673 0.13
O 0.8291 -0.3984 -1.2493 0.09
C 0.5044 -1.5336 -1.4781 -0.47
O 0.2689 -2.4370 -0.5060 0.04
C 0.0061 -3.7264 -1.0882 -0.14
C -0.4464 -3.4342 -2.5081 -0.15
C 0.3403 -2.1714 -2.8399 -0.07
H 0.9260 -4.3141 -1.0562 0.13
H -0.7572 -4.2369 -0.5053 0.13
H -0.2692 -4.2602 -3.1947 0.12
H -1.5156 -3.2132 -2.5178 0.12
H 1.3284 -2.3968 -3.2445 0.14
H -0.2030 -1.5146 -3.5142 0.12
O 1.2251 -2.7679 6.7794 0.12
C 0.3168 -2.1041 6.3717 -0.49
O 0.2307 -0.7624 6.5619 0.02
C -1.0231 -0.2771 6.0510 -0.16
C -1.4707 -1.3146 5.0366 -0.17
C -0.9044 -2.6007 5.6256 -0.07
H -1.7225 -0.1802 6.8856 0.12
H -0.8751 0.7034 5.6021 0.12
H -2.5484 -1.3336 4.8869 0.12
H -1.0049 -1.1167 4.0740 0.09
H -1.5895 -3.0616 6.3396 0.13
H -0.6240 -3.3136 4.8549 0.12
```

Results
* gap between HOMO and LUMO: 8.98 eV
* spin multiplicity: 1
* calculated total energy: -58246.3420 eV
* SMILES: N=[PH2]PN(C(=O)F)C(=O)F.O=C1CCCO1.O=C1CCCO1.O=C1CCCO1
* E_HOMO: -9.11 eV

***

Here is a 2-piece molecular cluster, C22H25N4 overall in a non-equilibrium geometry from OMol25. Energies are from ωB97M-V/def2-TZVPD.

Geometry as XYZ:
```
51
Properties=species:S:1:pos:R:3:lowdin_charge:R:1
C -1.2447 -2.0865 1.8859 -0.03
C -0.1099 -1.4924 1.1105 -0.06
N 0.1891 -0.1932 1.4820 0.04
C 1.4820 0.3390 1.6312 -0.16
C 2.6994 -0.2892 1.4456 -0.01
C 3.8611 0.4765 1.6180 -0.06
C 3.7556 1.8500 1.9055 -0.05
C 2.5154 2.4788 2.0643 0.01
C 1.3696 1.6972 1.9910 -0.12
C -0.0327 2.0109 2.0774 -0.12
C -0.7561 0.8298 1.7705 -0.14
C -2.1348 0.8562 1.5854 -0.01
C -2.8015 2.0862 1.7184 -0.06
C -2.0849 3.2512 2.0188 -0.07
C -0.6956 3.2280 2.1892 0.00
H -1.0345 -3.1378 2.1131 0.10
H -1.3962 -1.5715 2.8444 0.12
H -2.1981 -2.0600 1.3465 0.09
H 0.7756 -2.1191 0.9815 0.14
H 2.7155 -1.3505 1.1982 0.11
H 4.8330 -0.0051 1.5125 0.11
H 4.6817 2.4188 1.9929 0.11
H 2.4229 3.5467 2.2358 0.12
H -2.6681 -0.0665 1.3596 0.10
H -3.8795 2.1308 1.5707 0.11
H -2.6301 4.1909 2.1091 0.11
H -0.1254 4.1368 2.3894 0.13
C -0.7120 2.7740 -1.1580 -0.13
C -1.2370 1.8232 -2.0067 -0.05
N -0.2175 0.9192 -2.2290 -0.10
C -0.2284 -0.2862 -3.0473 -0.09
C 0.3632 -1.4676 -2.2703 -0.26
C 0.1942 -2.7741 -3.0782 -0.12
C -0.5043 -3.7704 -2.1629 -0.14
C -1.0050 -2.9719 -0.9535 -0.18
N -0.3278 -1.6699 -0.9497 0.01
C 0.8827 1.3515 -1.5282 -0.15
N 0.5823 2.4380 -0.8363 0.08
H -1.2176 3.6450 -0.7800 0.10
H -2.2271 1.7229 -2.4187 0.12
H -1.2612 -0.4956 -3.3547 0.14
H 0.4013 -0.1614 -3.9503 0.15
H 1.4302 -1.2751 -2.0863 0.14
H -0.4188 -2.5778 -3.9610 0.12
H 1.1685 -3.1469 -3.4282 0.13
H -1.3436 -4.2893 -2.6324 0.12
H 0.2242 -4.5412 -1.8671 0.12
H -2.0829 -2.7824 -1.0127 0.13
H -0.8084 -3.5330 -0.0378 0.10
H -1.0068 -0.9322 -0.7792 0.12
H 1.8425 0.8451 -1.6188 0.13
```

Results
* gap between HOMO and LUMO: 7.42 eV
* spin multiplicity: 1
* calculated total energy: -29173.2019 eV
* total charge: +1
* ΔE to the lowest compared entry with this formula, charge and spin: 10.9 kcal per mole
* E_HOMO: -11.23 eV

***

Here is a 11-piece molecular cluster, C3H28NO11S2 overall in a non-equilibrium geometry from OMol25. Energies are from ωB97M-V/def2-TZVPD.

Geometry as XYZ:
```
45
Properties=species:S:1:pos:R:3:lowdin_charge:R:1
N -1.8540 -0.5666 1.6318 0.06
C -0.7205 -0.3453 0.6926 -0.47
C 0.1230 0.8864 1.0116 -0.23
O 1.0220 0.5456 2.0450 -0.10
C -1.1252 -0.3313 -0.7647 -0.38
S -1.3575 -2.2314 -1.0484 0.48
S -0.9097 -2.6747 -3.0978 0.28
H -1.5877 -0.0030 2.4385 0.08
H -2.6625 -0.0644 1.2876 0.06
H -0.0168 -1.1664 0.9348 0.11
H 0.5955 1.0886 0.0236 0.11
H -0.3119 1.8545 1.3317 0.13
H -0.2461 -0.1204 -1.4084 0.06
H -1.9315 0.2715 -1.1077 0.03
H 0.4136 -3.0102 -3.0141 -0.20
H -2.0394 2.0080 -0.8873 0.04
H -3.3825 1.5067 -0.9207 0.05
O -2.8666 2.1922 -1.3751 -0.06
H 3.2303 2.5698 -1.5576 0.03
H 1.9208 3.2150 -0.9603 0.01
O 2.2827 2.4607 -1.5203 -0.11
H 1.1792 -3.4501 0.9318 0.02
H -0.1549 -3.3977 1.7395 0.02
O 0.2720 -3.7837 0.9612 -0.11
H 3.1628 0.9362 0.1120 -0.01
H 3.4283 1.8716 1.3045 -0.01
O 3.8271 1.0433 0.8105 -0.15
H 1.6442 1.2913 2.2193 0.05
H 3.2988 3.3054 2.4122 0.01
O 2.5078 2.8695 2.0644 -0.30
H 2.4822 -0.8940 2.0157 0.01
H 2.2116 -2.0202 2.8604 0.03
O 2.7685 -1.8408 2.0806 -0.09
H 2.2788 3.8028 1.1407 0.01
H 2.3804 4.8892 -0.1121 -0.03
O 1.7466 4.3259 0.2657 -0.20
H 1.5538 1.5446 -3.1679 0.01
H 1.3613 0.0073 -3.1635 0.02
O 0.8822 0.8406 -3.1790 -0.09
H -3.0030 3.1478 0.2572 0.00
H -2.8645 3.5765 1.7909 0.03
O -3.1636 2.9102 1.1790 -0.07
H -2.2841 -3.4694 1.0336 -0.07
H -3.0850 -2.5153 1.8784 0.00
O -2.8527 -3.4480 1.7864 -0.08
```

Results
* gap between HOMO and LUMO: 8.87 eV
* spin multiplicity: 1
* calculated total energy: -49249.8137 eV
* total charge: -1
* ΔE to the lowest compared entry with this formula, charge and spin: 1.0 kcal per mole
* E_HOMO: -6.46 eV

***

Here is a 2-piece molecular cluster, C7H18 overall in a non-equilibrium geometry from OMol25. Energies are from ωB97M-V/def2-TZVPD.

Geometry as XYZ:
```
25
Properties=species:S:1:pos:R:3:lowdin_charge:R:1
C 0.2877 3.1220 0.8242 -0.33
C 1.3523 2.0306 0.8801 -0.12
C -0.9672 2.4956 0.3462 -0.14
H 0.3347 3.7200 1.8071 0.12
H 0.5636 4.0961 0.4295 0.09
H 2.3722 2.3462 0.5421 0.08
H 0.9765 1.1179 0.3933 0.04
H -0.9011 1.7186 -0.4837 0.06
H -1.6043 2.0325 1.0938 0.07
H 1.5460 1.6645 1.8934 0.07
H -1.6170 3.2540 -0.0787 0.06
C 0.0087 -1.6465 -0.2310 -0.47
C -1.2500 -2.3584 0.3831 -0.08
C 0.8527 -2.8590 -0.6635 -0.12
C -0.3476 -0.9270 -1.5303 -0.10
H 0.5164 -1.0661 0.5285 0.11
H -1.2254 -1.9101 1.4267 0.08
H 0.5612 -3.2912 -1.6399 0.09
H 1.8113 -2.3403 -0.7435 0.07
H 1.0309 -3.7236 -0.0464 0.06
H 0.7606 -0.8503 -1.9041 0.11
H -1.0897 -1.3041 -2.2436 0.08
H -0.6436 0.1595 -1.4014 0.05
H -1.1551 -3.4551 0.4546 0.07
H -2.1737 -2.0260 -0.0365 0.05
```

Results
* gap between HOMO and LUMO: 11.28 eV
* spin multiplicity: 1
* calculated total energy: -7548.6680 eV
* SMILES: CC(C)C.CCC
* ΔE to the lowest compared entry with this formula, charge and spin: 56.5 kcal per mole
* E_HOMO: -10.22 eV

***

Here is a 10-piece molecular cluster, C36H58N6O12 overall in a non-equilibrium geometry from OMol25. Energies are from ωB97M-V/def2-TZVPD.

Geometry as XYZ:
```
112
Properties=species:S:1:pos:R:3:lowdin_charge:R:1
C -1.8364 -28.1320 4.2243 -0.10
C -1.4003 -26.9175 3.3936 -0.23
C -0.1525 -26.1670 3.8975 -0.22
C 1.1103 -26.8767 3.7686 -0.22
N 2.1586 -27.3715 3.6275 0.13
H -1.7818 -27.8913 5.3317 0.07
H -1.3375 -29.0607 4.0705 0.06
H -2.9053 -28.3099 4.1164 0.06
H -2.2445 -26.2059 3.4133 0.08
H -1.1844 -27.2298 2.3616 0.11
H -0.2952 -25.9481 4.9557 0.07
H -0.0808 -25.2193 3.3450 0.10
C -3.5519 -23.5890 9.4227 -0.08
C -4.3134 -24.8326 8.8985 -0.24
C -3.4639 -26.1041 8.6283 -0.16
C -2.3626 -25.7718 7.7369 -0.22
N -1.4375 -25.6634 7.0536 0.20
H -2.7811 -23.3692 8.6544 0.07
H -3.1192 -23.8834 10.3778 0.07
H -4.2325 -22.7364 9.5921 0.08
H -4.5858 -24.5911 7.8993 0.06
H -5.1640 -25.0942 9.5389 0.11
H -4.0177 -26.9275 8.1994 0.10
H -2.9818 -26.5554 9.4940 0.12
C -8.5528 -28.4875 7.2706 -0.11
C -7.0307 -28.3247 7.2501 -0.23
C -6.5883 -27.4007 6.0797 -0.20
C -6.9363 -26.0143 6.3156 -0.17
N -7.1285 -24.8862 6.5436 0.23
H -9.1023 -27.6042 7.5775 0.06
H -8.9561 -29.2552 7.9643 0.08
H -8.9500 -28.6966 6.2661 0.08
H -6.4884 -29.2364 7.0854 0.10
H -6.6625 -27.8722 8.2019 0.11
H -7.1338 -27.6415 5.2042 0.05
H -5.5543 -27.4909 5.8579 0.09
C 1.1050 -17.5203 2.4556 -0.09
C 1.1398 -18.9223 3.1063 -0.23
C 0.1015 -19.8781 2.5322 -0.20
C 0.1523 -20.0438 1.0494 -0.21
N 0.2097 -20.1346 -0.0787 0.15
H 1.6489 -17.4661 1.5459 0.06
H 1.4974 -16.7750 3.0962 0.05
H 0.0580 -17.2534 2.2177 0.09
H 0.9495 -18.9341 4.1843 0.09
H 2.1032 -19.4433 3.0006 0.12
H -0.9134 -19.6233 2.8868 0.11
H 0.2093 -20.8298 3.0234 0.09
C -7.8874 -24.0018 1.5159 -0.11
C -6.6107 -23.9626 2.3939 -0.24
C -5.7167 -25.1930 2.1576 -0.18
C -6.4732 -26.3510 2.5942 -0.23
N -7.0503 -27.2095 3.0753 0.17
H -8.4459 -22.9783 1.6769 0.09
H -8.5160 -24.8486 1.8991 0.08
H -7.6483 -24.1049 0.4801 0.06
H -7.0603 -24.0041 3.4314 0.12
H -6.0091 -23.0726 2.1318 0.10
H -4.8143 -25.1083 2.7659 0.07
H -5.5225 -25.3759 1.0856 0.12
C -1.7528 -22.8790 3.0091 -0.09
C -1.5229 -23.0811 4.5051 -0.20
C -2.8846 -23.0137 5.2026 -0.16
C -3.6961 -24.2251 5.0669 -0.18
N -4.2324 -25.2274 4.9334 0.22
H -1.9480 -21.8322 2.8719 0.04
H -2.5845 -23.4647 2.6325 0.07
H -0.8827 -23.1078 2.3998 0.08
H -0.7554 -22.5228 5.0556 0.12
H -1.2320 -24.1213 4.5447 0.05
H -3.4608 -22.1321 4.9500 0.08
H -2.6860 -22.9372 6.2474 0.09
C -7.0889 -20.4610 1.1911 -0.09
C -7.5663 -19.5516 2.3412 -0.11
O -6.4440 -19.5162 3.2092 0.05
C -5.3478 -20.1190 2.5921 -0.52
O -4.2874 -20.2583 3.1211 0.16
O -5.6792 -20.4240 1.3462 0.05
H -7.4244 -20.0985 0.2219 0.14
H -7.4381 -21.5021 1.3316 0.08
H -8.4611 -19.9226 2.8076 0.12
H -7.7554 -18.5560 1.9277 0.13
C -3.3839 -19.6004 5.8654 -0.07
C -3.1490 -20.1276 7.3194 -0.11
O -1.7399 -20.4386 7.4776 0.03
C -1.1036 -20.0913 6.2707 -0.54
O 0.0813 -20.2668 6.0883 0.13
O -2.0164 -19.7057 5.3941 0.04
H -3.7022 -18.5557 5.8849 0.13
H -4.0647 -20.1797 5.2645 0.07
H -3.7083 -21.0929 7.4429 0.10
H -3.5617 -19.4868 8.1093 0.13
C -3.1197 -21.6466 -0.1620 -0.04
C -2.6042 -21.8848 -1.6247 -0.06
O -2.8497 -23.3278 -1.7644 0.06
C -3.3932 -23.8729 -0.6819 -0.68
O -3.7031 -24.9898 -0.6179 0.18
O -3.3636 -23.0264 0.3147 0.04
H -4.0147 -21.0122 -0.1631 0.11
H -2.2898 -21.3214 0.4769 0.10
H -1.5525 -21.6212 -1.6945 0.10
H -3.1353 -21.4075 -2.4584 0.13
C -8.2862 -22.7357 8.0053 -0.17
C -8.8669 -22.3461 6.6610 -0.10
O -7.6774 -22.1121 5.8443 0.02
C -6.5763 -22.1232 6.6242 -0.57
O -5.4946 -21.9620 6.2009 0.15
O -6.9177 -22.3198 7.9567 0.02
H -8.3148 -23.7937 8.2229 0.09
H -8.7982 -22.2045 8.8370 0.14
H -9.4300 -21.3723 6.7893 0.14
H -9.4829 -23.0306 6.1150 0.12
```

Results
* gap between HOMO and LUMO: 10.76 eV
* spin multiplicity: 1
* calculated total energy: -71781.4230 eV
* SMILES: O=C1OCCO1.O=C1OCCO1.O=C1OCCO1.O=C1OCCO1.CCCC#N.CCCC#N.CCCC#N.CCCC#N.CCCC#N.CCCC#N
* ΔE to the lowest compared entry with this formula, charge and spin: 0.0 kcal per mole
* E_HOMO: -10.64 eV

***

Here is a 2-piece molecular cluster, C4H9N2P overall in a non-equilibrium geometry from OMol25. Energies are from ωB97M-V/def2-TZVPD.

Geometry as XYZ:
```
16
Properties=species:S:1:pos:R:3:mulliken_spin:R:1
C -0.6918 -0.4457 -1.3991 0.43
C 0.7014 -0.3698 -1.5643 0.14
C -2.4191 0.2082 0.2031 0.01
C 2.5959 -0.2367 0.5537 0.82
N -1.1417 0.3998 -0.4323 0.21
N 1.3489 0.5430 -0.7879 0.27
P 0.1456 1.3238 0.2392 0.05
H -1.4131 -1.2059 -1.8296 0.01
H 1.1934 -1.0844 -2.1830 0.01
H -2.8598 -0.6722 -0.2468 0.00
H -2.2098 0.0111 1.1955 0.00
H -2.9785 1.2153 0.1648 0.01
H 3.5359 -0.1598 -0.0513 -0.03
H 2.7208 0.3924 1.4459 -0.02
H 2.1738 -1.1145 0.8540 0.01
H -0.0758 2.5050 -0.5217 0.07
```

Results
* gap between HOMO and LUMO (spin up / spin down): 5.61 / 8.86 eV
* spin multiplicity: 3
* calculated total energy: -16557.5659 eV
* ΔE to the lowest compared entry with this formula, charge and spin: 25.1 kcal per mole
* E_HOMO (spin up / spin down): -4.78 / -9.66 eV

***

Here is a 2-piece molecular cluster, C3H7B3O5P overall in a non-equilibrium geometry from OMol25. Energies are from ωB97M-V/def2-TZVPD.

Geometry as XYZ:
```
19
Properties=species:S:1:pos:R:3:lowdin_charge:R:1
C 1.1195 -2.7140 1.1736 0.04
C 1.6061 -1.8058 0.3361 -0.10
C 1.9612 -0.6256 -0.7356 -0.05
B 1.0038 0.6557 -0.3099 -0.45
O 1.4366 1.6510 0.6878 0.16
B 0.5514 1.3595 1.8277 -0.21
O -0.8831 1.1237 1.6594 0.14
B -1.2066 0.6795 0.3202 -0.51
P -2.8957 -0.2266 -0.0306 0.78
O -3.7913 -0.3523 1.2433 -0.54
O -0.3513 0.8622 -0.8523 0.13
H 0.3684 -3.2659 1.8639 0.05
H 3.0796 -0.3671 -0.6851 0.12
H 1.6167 -0.9258 -1.7979 0.13
H 1.0332 1.2808 2.9164 0.10
H -3.5452 0.5460 -1.0812 0.01
H -2.6288 -1.5371 -0.6109 0.01
O 1.0641 2.0409 -3.2653 -0.58
H 0.4905 1.5955 -2.6584 -0.25
```

Results
* gap between HOMO and LUMO: 5.55 eV
* spin multiplicity: 1
* calculated total energy: -24781.6871 eV
* total charge: -1
* E_HOMO: -2.85 eV